Below is a 12-piece molecular cluster, H23O12 overall at a distorted geometry, with properties calculated with ωB97M-V/def2-TZVPD.

```
35
Properties=species:S:1:pos:R:3:forces:R:3:nbo_charge:R:1
O 2.591 3.901 1.692 0.239 0.340 1.443 -0.960
H 2.512 2.945 1.802 -0.435 0.083 -0.362 0.500
H -2.090 -3.004 3.370 -0.021 0.591 0.022 0.470
O 1.503 -0.205 -0.500 0.725 0.238 0.367 -1.244
H 1.267 0.992 0.231 0.664 0.019 0.167 0.498
H 1.086 -0.339 -1.340 -0.576 -0.006 -0.566 0.431
O -2.993 1.830 -1.477 -0.863 0.147 -0.067 -0.909
H -3.795 1.478 -1.073 0.355 -0.438 0.596 0.459
O -1.445 -3.065 2.668 0.548 -1.184 -0.316 -0.978
H 2.825 1.014 -1.419 -0.203 -0.275 0.465 0.508
H -1.001 -2.220 2.548 -0.353 0.344 0.192 0.500
O 1.106 1.694 1.048 -0.452 -1.076 -0.773 -1.057
H -2.132 -0.257 2.062 0.614 -0.138 0.932 0.497
H -2.303 -0.095 -4.040 0.124 0.103 0.111 0.467
O -0.325 -0.589 1.495 1.859 -0.046 -0.445 -1.052
H 0.208 -1.146 0.884 -0.858 -0.448 -0.250 0.514
H -3.439 2.256 -2.213 0.511 0.367 -0.506 0.451
O 3.443 1.733 -1.640 0.157 0.147 -0.455 -0.990
H 3.628 2.152 -0.799 -0.060 -0.055 0.157 0.460
H 0.408 0.086 1.369 -1.150 0.060 0.876 0.496
O 0.013 0.656 -3.963 -0.432 -0.449 -0.359 -0.967
H 0.904 0.324 -3.839 0.242 0.407 0.097 0.485
H 0.020 1.613 -3.956 0.423 0.112 0.229 0.482
O 0.299 -5.041 -1.288 0.053 -0.477 -0.506 -0.954
H -0.017 -4.137 -1.297 0.033 0.152 0.365 0.479
H 0.548 -5.273 -0.391 -0.095 0.348 0.163 0.475
O -2.858 -0.672 2.569 -0.267 0.821 -1.355 -0.962
H 2.865 4.061 0.807 0.165 -0.059 -1.051 0.456
H 0.974 -0.303 4.037 0.039 -0.070 0.235 0.463
O 1.695 0.317 3.884 -0.268 -0.223 -0.154 -0.955
H -3.357 -0.858 1.758 -0.616 -0.513 0.558 0.455
H 1.542 0.517 2.950 0.288 0.437 -0.080 0.486
O -2.339 -0.841 -3.437 -2.800 0.577 -0.098 -0.935
H 0.143 1.652 0.964 -0.066 0.985 0.314 0.463
H -1.485 -1.177 -3.467 2.477 -0.819 0.056 0.468
```
Positions in Å, forces in eV/Å.

Its total charge is -1. The orbital gap comes out at 0.311 hartree. As for the energy above the lowest of the compared OMol25 structures with the same formula, charge and spin: 328.3 kJ/mol.